# 1
{"formula": "C3H3FOSc", "method": "ωB97M-V with the def2-TZVPD basis set", "elements": ["F", "O", "C", "C", "C", "H", "H", "Sc", "H"], "xyz": [[-0.932, 1.649, 0.792], [-0.159, -1.211, -0.710], [-0.539, 0.423, 0.377], [-1.296, -0.835, 0.106], [0.519, 0.011, -0.344], [-1.454, -1.523, 0.949], [-2.214, -0.757, -0.494], [2.493, 0.800, -0.970], [3.580, 1.443, 0.294]], "lowdin_charge": [0.09, -0.13, -0.25, -0.07, -0.25, 0.15, 0.15, 1.44, -0.12], "de_lowest_kj_mol": 0.0, "charge": 1, "orbital_gap_ev": [6.3, 6.3], "e_tot_ha": -1051.4719, "homo_energy_ev": [-12.88, -12.88]}

=====

# 2
{"formula": "C3H3FS", "method": "ωB97M-V with the def2-TZVPD basis set", "elements": ["C", "C", "C", "H", "H", "H", "F", "S"], "xyz": [[0.918, -0.770, -0.029], [0.241, 0.401, -0.116], [-1.223, 0.541, -0.114], [0.801, -1.819, 0.241], [0.845, 1.316, 0.100], [-1.610, 1.521, 0.157], [2.319, -0.494, -0.137], [-2.291, -0.695, -0.101]], "lowdin_charge": [-0.04, -0.17, -0.66, 0.12, 0.13, 0.04, -0.07, 0.66], "de_lowest_kj_mol": 57.6, "charge": 0, "smiles": "F/C=C/C=S", "orbital_gap_ev": 7.9, "e_tot_ha": -614.0896, "homo_energy_ev": -9.02}

=====

# 3
{"formula": "C3H3FeO2", "method": "ωB97M-V with the def2-TZVPD basis set", "elements": ["O", "C", "O", "Fe", "C", "C", "H", "H", "H"], "xyz": [[0.072, 0.511, 0.126], [3.518, -0.203, -0.452], [4.484, -0.770, -0.494], [1.753, 0.748, 0.544], [-1.039, -0.204, 0.156], [-2.281, 0.271, -0.035], [-0.897, -1.289, 0.277], [-3.134, -0.405, 0.022], [-2.475, 1.341, -0.144]], "lowdin_charge": [-0.18, 0.08, 0.25, 1.27, -0.14, 0.28, 0.16, 0.13, 0.13], "de_lowest_kj_mol": 0.0, "multiplicity": 6, "charge": 2, "orbital_gap_ev": [9.6, 9.1], "s_squared": 8.7648, "e_tot_ha": -1529.4669, "homo_energy_ev": [-20.21, -21.26]}

=====

# 4
{"formula": "C3H3GaO2", "method": "ωB97M-V with the def2-TZVPD basis set", "elements": ["C", "C", "H", "H", "H", "O", "C", "O", "Ga"], "xyz": [[0.751, -0.322, -0.936], [0.629, 0.670, 0.185], [1.218, 0.395, 1.083], [1.745, -0.789, -0.983], [0.865, 1.730, -0.020], [-2.069, -1.233, 0.469], [-0.999, -0.841, 0.995], [-0.778, 0.537, 0.553], [-1.362, -0.147, -1.346]], "lowdin_charge": [0.06, -0.27, 0.15, 0.08, 0.16, 0.00, -0.06, -0.21, 1.09], "de_lowest_kj_mol": 484.8, "multiplicity": 2, "charge": 1, "orbital_gap_ev": [6.4, 7.7], "s_squared": 1.2613, "e_tot_ha": -2190.8735, "homo_energy_ev": [-14.36, -15.70]}

=====

# 5
{"formula": "C3H3HgO2", "method": "ωB97M-V with the def2-TZVPD basis set", "elements": ["H", "O", "O", "C", "C", "C", "H", "H", "Hg"], "xyz": [[-1.263, 0.095, -1.992], [0.268, 1.312, 0.487], [1.772, -1.843, 0.346], [0.184, -0.085, 0.729], [-0.962, 0.369, -0.127], [1.248, -0.820, -0.095], [0.046, -0.355, 1.789], [-1.839, 0.706, 0.442], [0.546, 0.621, -1.578]], "lowdin_charge": [-0.01, -0.32, -0.09, -0.53, -0.31, -0.42, 0.12, 0.04, 0.51], "de_lowest_kj_mol": 584.2, "charge": -1, "orbital_gap_ev": [5.9, 5.7], "e_tot_ha": -419.7404, "homo_energy_ev": [-2.29, -1.81]}

=====

# 6
{"formula": "C3H3I2N", "method": "ωB97M-V with the def2-TZVPD basis set", "elements": ["C", "C", "C", "N", "I", "I", "H", "H", "H"], "xyz": [[0.578, 1.478, 0.227], [0.185, 0.382, -0.052], [-0.005, -1.008, -0.423], [1.193, -1.526, -1.062], [2.813, -1.472, -0.055], [3.953, 1.128, -0.060], [0.865, 2.464, 0.446], [-0.802, -1.091, -1.169], [-0.297, -1.590, 0.463]], "lowdin_charge": [0.02, -0.21, -0.44, -0.57, 0.91, 0.05, 0.01, 0.11, 0.11], "de_lowest_kj_mol": 379.2, "charge": 0, "orbital_gap_ev": [7.2, 6.9], "e_tot_ha": -766.0817, "homo_energy_ev": [-9.16, -8.70]}

=====

# 7
{"formula": "C3H3IN2O", "method": "ωB97M-V with the def2-TZVPD basis set", "elements": ["C", "C", "C", "N", "N", "O", "I", "H", "H", "H"], "xyz": [[0.679, -1.423, 0.087], [-0.375, 0.650, -0.343], [0.770, -0.086, 0.403], [0.402, -2.534, -0.107], [-1.614, 0.302, 0.392], [-2.578, 0.168, -0.310], [2.744, 0.770, 0.024], [-0.121, 0.309, -1.425], [-0.460, 1.731, -0.195], [0.553, 0.114, 1.474]], "lowdin_charge": [-0.36, -0.25, -0.76, 0.20, -0.04, 0.03, 0.82, 0.15, 0.12, 0.10], "de_lowest_kj_mol": 268.5, "charge": 0, "smiles": "N#C[C@@H](I)CN=O", "orbital_gap_ev": 8.9, "e_tot_ha": -598.4338, "homo_energy_ev": -9.86}

=====

# 8
{"formula": "C3H3IN2S", "method": "ωB97M-V with the def2-TZVPD basis set", "elements": ["C", "C", "C", "N", "N", "S", "I", "H", "H", "H"], "xyz": [[1.048, -1.194, -0.064], [2.503, -0.999, -0.015], [0.120, -0.021, 0.001], [0.748, -2.399, 0.017], [3.178, -2.105, 0.078], [2.116, -3.288, -0.021], [3.428, 0.853, -0.002], [0.658, 0.714, -0.534], [-0.884, -0.067, -0.419], [0.186, 0.345, 0.960]], "lowdin_charge": [-0.53, -0.89, -0.05, -0.22, -0.34, 0.96, 0.91, 0.00, 0.10, 0.06], "de_lowest_kj_mol": 3.5, "charge": 0, "orbital_gap_ev": 9.6, "e_tot_ha": -921.4890, "homo_energy_ev": -9.21}